[1]
C22H23N3O5 | ωB97M-V with the def2-TZVPD basis set

Properties
LUMO level	0.48	eV
Kohn-Sham gap	8.666	eV
largest force on an atom	0.85	eV/A
spin multiplicity	1
structure (SMILES)	COc1cc2[nH]c(=O)n(CCC(=O)N3CCc4ccccc4C3)c(=O)c2cc1OC
charge	0

```
53
C22H23N3O5 ωB97M-V with the def2-TZVPD basis set
C 4.446 1.727 -1.855
O 4.419 0.663 -0.933
C 3.274 -0.036 -0.781
C 2.106 0.195 -1.482
C 0.971 -0.574 -1.228
N -0.206 -0.353 -1.899
C -1.355 -1.084 -1.732
O -2.334 -0.866 -2.406
N -1.296 -2.069 -0.763
C -2.497 -2.864 -0.542
C -3.360 -2.322 0.606
C -3.917 -0.972 0.183
O -4.947 -0.914 -0.460
N -3.200 0.149 0.456
C -3.679 1.359 -0.204
C -3.080 2.631 0.384
C -1.595 2.494 0.504
C -0.692 3.472 0.121
C 0.665 3.284 0.331
C 1.121 2.124 0.933
C 0.224 1.133 1.294
C -1.131 1.308 1.065
C -2.152 0.276 1.452
C -0.187 -2.361 0.024
O -0.253 -3.209 0.893
C 1.011 -1.583 -0.271
C 2.198 -1.826 0.433
C 3.323 -1.073 0.194
O 4.518 -1.219 0.823
C 4.635 -2.234 1.791
H 3.710 2.496 -1.600
H 4.269 1.377 -2.877
H 5.447 2.147 -1.787
H 2.047 0.976 -2.223
H -0.253 0.379 -2.595
H -2.173 -3.881 -0.307
H -3.076 -2.848 -1.467
H -2.794 -2.309 1.534
H -4.210 -2.995 0.724
H -4.771 1.378 -0.132
H -3.425 1.276 -1.267
H -3.351 3.480 -0.243
H -3.497 2.801 1.382
H -1.051 4.387 -0.327
H 1.364 4.054 0.040
H 2.175 1.987 1.123
H 0.579 0.228 1.764
H -2.607 0.580 2.412
H -1.654 -0.679 1.610
H 2.179 -2.617 1.165
H 3.948 -2.073 2.627
H 4.454 -3.223 1.359
H 5.661 -2.179 2.150
```

=====

[2]
C3H5CoMgO3 | ωB97M-V with the def2-TZVPD basis set

Properties
LUMO level (spin up / spin down)	-0.80 / -3.06	eV
Kohn-Sham gap (spin up / spin down)	5.812 / 3.489	eV
largest force on an atom	4.08	eV/A
spin multiplicity	5
charge	0

```
13
C3H5CoMgO3 ωB97M-V with the def2-TZVPD basis set
O -0.091 1.820 -0.513
C -1.345 1.555 -0.169
C -1.982 0.361 -0.167
O -1.473 -0.829 -0.618
C -0.246 -1.341 -0.013
Mg 1.078 0.304 -0.764
H -1.925 2.394 0.248
H -2.948 0.271 0.339
H -0.120 -2.336 -0.471
H -0.396 -1.423 1.082
Co 4.259 0.547 0.108
O 2.696 -0.222 0.202
H 2.494 -1.101 0.736
```

=====

[3]
C21H24N2O6S2 | ωB97M-V with the def2-TZVPD basis set

Properties
LUMO level	-0.33	eV
Kohn-Sham gap	8.175	eV
largest force on an atom	1.01	eV/A
spin multiplicity	1
structure (SMILES)	CCCS(=O)(=O)c1c(S(=O)(=O)CCC)c2cc(-c3ccncc3)ccn2c1C(=O)OC
charge	0

```
55
C21H24N2O6S2 ωB97M-V with the def2-TZVPD basis set
C 4.873 0.334 -2.894
C 4.171 0.565 -1.559
C 3.756 -0.745 -0.920
S 2.854 -0.439 0.629
O 3.283 -1.374 1.638
O 2.941 0.947 1.003
C 1.122 -0.775 0.313
C 0.118 0.177 0.152
S 0.311 1.901 -0.277
O 1.353 1.970 -1.265
O -0.996 2.351 -0.700
C 0.743 2.837 1.210
C 0.854 4.294 0.801
C 1.239 5.184 1.977
C -1.106 -0.510 0.170
C -2.433 -0.088 0.032
C -3.454 -1.009 0.105
C -4.855 -0.600 -0.048
C -5.784 -1.417 -0.692
C -7.092 -0.977 -0.808
N -7.518 0.181 -0.335
C -6.639 0.960 0.273
C -5.306 0.625 0.442
C -3.125 -2.372 0.332
C -1.833 -2.768 0.461
N -0.834 -1.853 0.370
C 0.522 -2.029 0.433
C 1.164 -3.336 0.559
O 0.642 -4.323 1.026
O 2.390 -3.299 0.029
C 3.241 -4.414 0.263
H 4.210 -0.171 -3.592
H 5.765 -0.275 -2.762
H 5.167 1.285 -3.330
H 3.284 1.184 -1.701
H 4.835 1.094 -0.875
H 4.603 -1.369 -0.647
H 3.073 -1.311 -1.547
H 1.684 2.435 1.570
H -0.063 2.663 1.917
H 1.606 4.368 0.015
H -0.102 4.614 0.381
H 1.323 6.219 1.655
H 2.194 4.871 2.391
H 0.488 5.128 2.763
H -2.603 0.957 -0.172
H -5.489 -2.365 -1.116
H -7.839 -1.582 -1.303
H -7.028 1.900 0.644
H -4.634 1.292 0.958
H -3.912 -3.102 0.426
H -1.533 -3.787 0.648
H 3.938 -4.145 1.058
H 2.650 -5.282 0.560
H 3.779 -4.614 -0.662
```